[1]
Formula: C28H29BBrCa2ClF4N4O14PRbS
Source: OMol25
Level of theory: ωB97M-V/def2-TZVPD

Calculated values
- 2S+1: 1
- Frontier orbital gap: 0.1043 Eh
- E_tot: -215882.872 eV
- ΔE to the lowest compared entry with this formula, charge and spin: 717.7 kJ/mol
- Charge: 0

Each line ends with the Mulliken charge.
Element x y z (Å)
C (4.38367, -2.49696, 0.83222)  -0.53
C (3.21380, -3.52644, 0.62355)  0.30
O (3.01323, -4.32198, 1.50278)  -0.49
N (2.36968, -3.61807, -0.57393)  0.14
C (3.16594, -3.60921, -1.81437)  -0.78
C (1.26644, -2.63075, -0.58838)  1.54
C (0.17212, -2.73243, -1.67578)  0.52
C (-0.99465, -1.79433, -1.72379)  0.14
C (-1.99468, -2.04985, -2.89676)  -1.09
C (-1.84130, -1.02409, -4.07572)  0.20
C (-0.51827, -1.28396, -4.93790)  -0.15
C (0.11924, 0.13313, -5.26449)  -0.82
S (1.77983, -0.02133, -6.05391)  -0.03
C (2.62102, 1.50656, -5.57699)  0.42
N (3.31032, 1.45151, -4.41109)  -0.17
N (3.83891, 2.70669, -4.25260)  -0.49
C (3.46297, 3.44808, -5.30896)  0.00
O (2.68454, 2.73106, -6.19769)  -0.26
C (-1.18304, -0.71795, -0.74878)  0.01
C (-0.08482, -0.57563, 0.30561)  0.86
C (1.11925, -1.55140, 0.35209)  0.55
C (-0.20215, 0.53237, 1.29300)  0.88
O (0.85358, 0.99812, 1.96475)  -1.12
C (-1.53418, 1.19072, 1.52948)  0.80
C (-1.68233, 1.96592, 2.76042)  -1.30
C (-3.03420, 2.68637, 3.06267)  -0.95
C (-4.09450, 2.49019, 2.07829)  -0.44
C (-3.91484, 1.68765, 0.82322)  0.44
P (-5.40934, 1.56219, -0.31934)  0.17
N (-6.80422, 2.06986, 0.62086)  -0.66
O (-5.27036, 2.69653, -1.57411)  -0.45
C (-2.62585, 1.02671, 0.50940)  -0.32
C (-2.40229, 0.23179, -0.79980)  0.48
O (-3.09772, 0.37003, -1.78241)  -0.41
H (4.86533, -2.13107, -0.10893)  0.36
H (5.18923, -3.03345, 1.41167)  0.41
H (4.02274, -1.67534, 1.50744)  -0.21
H (2.74230, -4.44651, -2.46727)  -0.48
H (4.23878, -3.90979, -1.64132)  0.50
H (3.07535, -2.65801, -2.40912)  0.60
H (0.22737, -3.56705, -2.45438)  -1.99
H (-1.80806, -3.09524, -3.29361)  0.29
H (-3.04638, -1.96591, -2.51411)  0.47
H (-1.76768, 0.04185, -3.73102)  0.52
H (-2.73094, -1.16059, -4.74728)  -0.64
H (0.17998, -1.93892, -4.35101)  0.24
H (-0.84756, -1.70508, -5.91923)  0.27
H (0.26794, 0.63453, -4.25972)  0.41
H (-0.60016, 0.80150, -5.81788)  0.45
H (3.78863, 4.51229, -5.35904)  0.38
H (1.89449, -1.41589, 1.15191)  -1.93
H (-0.83648, 2.08656, 3.51696)  0.31
H (-3.23037, 3.33331, 3.99448)  0.53
H (-5.07852, 2.98023, 2.27300)  0.14
H (-6.90833, 1.45222, 1.43512)  0.31
H (-6.73749, 3.04620, 0.92659)  0.28
H (-4.70049, 3.43988, -1.28902)  0.34
Rb (-1.43839, 4.76092, 3.67811)  1.00
C (3.39261, -1.87194, -8.68259)  0.68
O (4.10279, -1.25711, -7.88601)  -0.65
O (3.43110, -1.80710, -9.91959)  -0.53
O (2.44688, -2.76160, -8.32876)  -0.38
Ca (1.32954, -5.06796, -3.35480)  1.58
O (-1.80302, 3.99504, 8.46430)  -0.63
C (-0.97760, 3.25885, 8.94095)  0.52
O (-1.21151, 1.95809, 9.23270)  -0.35
C (-0.06030, 1.39509, 9.88774)  -0.46
C (1.09804, 2.28264, 9.48707)  -0.38
C (0.42877, 3.63926, 9.34098)  -0.30
H (-0.23657, 1.40185, 10.96633)  0.26
H (0.08057, 0.36586, 9.56032)  0.34
H (1.91771, 2.27055, 10.20435)  0.32
H (1.49399, 1.96190, 8.52004)  0.18
H (0.39402, 4.18147, 10.28813)  0.26
H (0.90500, 4.24329, 8.57068)  0.24
O (-4.80922, -0.96332, -8.11022)  -0.67
Cl (-4.82293, -0.97079, -6.66814)  1.74
O (-4.02455, 0.13292, -6.16981)  -0.67
O (-4.25945, -2.22201, -6.18352)  -0.71
O (-6.17878, -0.83861, -6.19305)  -0.67
Ca (2.60445, 0.23737, 2.63621)  1.66
B (4.48553, -0.82698, 7.10929)  0.52
F (5.64120, -0.10056, 7.47701)  -0.38
F (4.74275, -2.21438, 7.18500)  -0.38
F (3.40773, -0.48679, 7.96952)  -0.37
F (4.12715, -0.48749, 5.75719)  -0.37
Br (0.90706, -3.36526, -7.31517)  0.06

=====

[2]
Formula: C28H29BFeN6Si
Source: OMol25
Level of theory: ωB97M-V/def2-TZVPD

Calculated values
- 2S+1: 5
- Frontier orbital gap (alpha / beta): 0.2498 / 0.2963 Eh
- E_tot: -81387.869 eV
- Charge: 0

Each line ends with the natural charge from an NBO analysis.
Element x y z (Å)
H (1.59426, -2.13871, -0.91047)  0.24
N (1.53568, -0.26984, -1.93865)  -0.45
B (1.97171, 1.62517, -3.60388)  0.55
N (1.88149, 0.10524, -3.24258)  -0.30
C (2.19315, -0.99356, -3.94275)  0.02
Fe (0.69980, 0.98286, -0.74299)  1.29
H (2.45943, -0.89161, -4.98405)  0.23
C (2.10100, -2.10040, -3.09879)  -0.35
H (2.28585, -3.12461, -3.35490)  0.23
C (1.72460, -1.60792, -1.84621)  0.00
H (2.32367, 1.79081, -4.73076)  -0.03
C (0.44976, 2.15570, 0.91323)  -1.23
H (0.56720, 1.86084, 1.96724)  0.21
H (-0.52736, 2.63197, 0.78977)  0.20
H (1.18768, 2.94812, 0.72316)  0.22
N (2.97904, 2.23845, -2.57773)  -0.33
N (0.56848, 2.22385, -3.32445)  -0.31
N (2.73537, 2.05936, -1.22773)  -0.35
N (-0.01196, 2.05888, -2.05832)  -0.43
C (4.15629, 2.88624, -2.73282)  -0.01
C (-0.27416, 2.92245, -4.10041)  0.03
H (4.51086, 3.10885, -3.73227)  0.22
H (-0.00315, 3.12989, -5.12522)  0.22
C (4.68506, 3.13155, -1.45938)  -0.36
C (-1.40725, 3.25213, -3.35133)  -0.36
C (3.75280, 2.59319, -0.54860)  -0.03
C (-1.20393, 2.71173, -2.07603)  -0.01
H (5.60643, 3.62644, -1.21298)  0.23
H (-2.26949, 3.80643, -3.67407)  0.23
H (3.78089, 2.57328, 0.53524)  0.22
H (-1.82925, 2.76041, -1.19266)  0.23
H (0.67138, 0.20723, 0.88104)  -0.10
C (-0.10873, -5.19340, 0.58218)  -0.22
C (-0.64976, -4.38897, -0.42851)  -0.24
C (-0.75903, -3.00865, -0.24096)  -0.14
C (-0.32022, -2.41647, 0.95579)  -0.53
C (0.22034, -3.22256, 1.96947)  -0.21
C (0.32576, -4.60754, 1.77682)  -0.20
Si (-0.63069, -0.60243, 1.23079)  1.39
C (-2.45820, -0.44364, 0.81583)  -0.50
C (-2.96808, 0.12601, -0.35868)  -0.14
C (-4.33699, 0.05396, -0.63644)  -0.23
C (-5.20153, -0.61741, 0.22995)  -0.21
C (-4.69947, -1.21757, 1.38665)  -0.20
C (-3.33716, -1.12333, 1.68389)  -0.19
C (-0.39858, -0.17336, 3.03669)  -0.50
C (-1.42935, 0.40769, 3.78993)  -0.19
C (-1.20810, 0.72577, 5.13705)  -0.21
C (0.04812, 0.51507, 5.71191)  -0.21
C (1.09823, 0.01046, 4.94022)  -0.23
C (0.87506, -0.33717, 3.60606)  -0.14
H (-0.03303, -6.27346, 0.43614)  0.22
H (-0.99551, -4.82952, -1.36394)  0.21
H (-1.19360, -2.38515, -1.02687)  0.20
H (0.54972, -2.77577, 2.90963)  0.22
H (0.74322, -5.22999, 2.56970)  0.21
H (-2.29286, 0.62549, -1.05069)  0.20
H (-4.71973, 0.52267, -1.54012)  0.21
H (-6.25899, -0.69296, -0.00419)  0.22
H (-5.35984, -1.74830, 2.07193)  0.22
H (-2.96263, -1.59151, 2.59948)  0.23
H (-2.40254, 0.60855, 3.33689)  0.22
H (-2.02925, 1.12883, 5.72917)  0.21
H (0.21519, 0.75548, 6.76008)  0.21
H (2.09106, -0.12644, 5.36407)  0.21
H (1.69183, -0.73877, 3.00045)  0.20

=====

[3]
Formula: C28H29BMnN6OSi
Source: OMol25
Level of theory: ωB97M-V/def2-TZVPD

Calculated values
- 2S+1: 6
- Frontier orbital gap (alpha / beta): 0.2855 / 0.2290 Eh
- E_tot: -80369.723 eV
- Charge: 0

Each line ends with the natural charge from an NBO analysis.
Element x y z (Å)
H (-1.26067, -0.65927, 3.14548)  0.23
N (-0.83780, -1.54518, 1.27947)  -0.38
B (-0.55237, -3.11248, -0.68976)  0.54
N (-0.97957, -2.79657, 0.77112)  -0.31
C (-1.51530, -3.61405, 1.71440)  0.01
Mn (0.00000, 0.00000, 0.00000)  1.30
H (-1.70438, -4.66325, 1.49000)  0.22
C (-1.72745, -2.86610, 2.87256)  -0.35
H (-2.14369, -3.21090, 3.81794)  0.23
C (-1.28379, -1.56902, 2.54593)  -0.01
H (-0.76031, -4.27632, -0.94378)  -0.03
C (0.80047, 1.43473, -1.25284)  -0.64
H (0.88155, 2.41914, -0.76502)  0.22
H (0.16023, 1.53083, -2.14830)  0.21
H (1.80648, 1.11188, -1.57622)  0.21
N (0.95910, -2.78947, -0.84490)  -0.30
N (-1.36134, -2.19897, -1.65113)  -0.30
N (1.42515, -1.53814, -0.59982)  -0.38
N (-1.28796, -0.84778, -1.54248)  -0.39
C (1.99113, -3.60182, -1.19117)  0.00
C (-2.21612, -2.53115, -2.65302)  0.00
H (1.81159, -4.65074, -1.42524)  0.23
H (-2.40589, -3.57736, -2.89067)  0.23
C (3.16566, -2.84986, -1.16988)  -0.35
C (-2.71282, -1.35387, -3.21254)  -0.35
C (2.75460, -1.55679, -0.78947)  -0.02
C (-2.09813, -0.32190, -2.47548)  -0.01
H (4.17555, -3.19001, -1.39487)  0.24
H (-3.42071, -1.25692, -4.03417)  0.24
H (3.33788, -0.64816, -0.64013)  0.22
H (-2.19628, 0.76027, -2.56304)  0.22
H (0.91332, 0.60743, 1.11873)  -0.07
O (-1.12955, 1.40064, 0.53325)  -1.20
Si (-1.08579, 2.92490, 1.19241)  1.94
C (-2.38245, 4.05261, 0.49317)  -0.45
C (-2.47270, 4.26244, -0.88960)  -0.21
C (-3.41338, 5.16326, -1.40125)  -0.22
C (-4.26347, 5.85821, -0.53485)  -0.21
C (-4.17954, 5.64880, 0.84316)  -0.20
C (-3.24521, 4.74714, 1.35736)  -0.21
C (-1.18030, 2.96119, 3.06794)  -0.53
C (-0.56606, 4.01979, 3.77347)  -0.18
C (-0.56653, 4.04420, 5.16783)  -0.22
C (-1.18761, 3.01993, 5.88014)  -0.20
C (-1.82363, 1.98052, 5.19352)  -0.24
C (-1.82537, 1.95576, 3.79175)  -0.15
C (0.57172, 3.82443, 0.99049)  -0.53
C (0.67508, 5.02485, 0.26260)  -0.20
C (1.91475, 5.65409, 0.10369)  -0.22
C (3.06303, 5.09900, 0.67200)  -0.21
C (2.97308, 3.91759, 1.40875)  -0.24
C (1.73714, 3.28478, 1.57135)  -0.13
H (-1.80806, 3.74169, -1.56786)  0.20
H (-3.47726, 5.33079, -2.46800)  0.21
H (-4.98379, 6.56264, -0.92987)  0.21
H (-4.83159, 6.19164, 1.51587)  0.21
H (-3.18795, 4.61451, 2.42927)  0.22
H (-0.06945, 4.82987, 3.25667)  0.22
H (-0.07789, 4.85591, 5.69381)  0.21
H (-1.17953, 3.03744, 6.96239)  0.21
H (-2.31233, 1.19281, 5.75037)  0.21
H (-2.32960, 1.16036, 3.27133)  0.20
H (-0.19008, 5.47924, -0.19399)  0.22
H (1.98680, 6.57226, -0.46494)  0.21
H (4.02161, 5.58575, 0.54382)  0.21
H (3.86312, 3.48995, 1.85320)  0.21
H (1.69564, 2.37557, 2.15166)  0.21